[1]
Here is a single C3H9N molecule from the OMol25 dataset. Energies are from ωB97M-V with the def2-TZVPD basis set.

Gap between HOMO and LUMO = 9.85 eV
Energy relative to the best compared isomer or geometry (same formula, charge and spin) = 0.931 eV
LUMO level = 1.20 eV
SMILES = CCNC
Molar mass = 59.11 g mol⁻¹
Energy = -174.418848 Eh

XYZ file:
```
13
Properties=species:S:1:pos:R:3:nbo_charge:R:1
C -1.4655 0.3977 -0.1645 -0.637
C -0.5482 -0.7113 0.3136 -0.225
N 0.7496 -0.7281 -0.3423 -0.628
C 1.6295 0.3532 0.0767 -0.427
H -2.4629 0.1998 0.3237 0.209
H -1.2238 1.4352 0.1518 0.213
H -1.6845 0.3090 -1.2784 0.205
H -0.3108 -0.6260 1.3832 0.187
H -1.0254 -1.6703 0.1654 0.193
H 0.6560 -0.7559 -1.3347 0.348
H 1.2041 1.4641 0.1910 0.166
H 1.9543 0.0653 1.1603 0.187
H 2.5276 0.2674 -0.6458 0.209
```

[2]
Here is an isolated ion of composition C3H9N2 and charge +1 from the OMol25 dataset. Energies are from ωB97M-V with the def2-TZVPD basis set.

Gap between HOMO and LUMO = 9.61 eV
Energy relative to the best compared isomer or geometry (same formula, charge and spin) = 1.236 eV
Net charge = +1
LUMO level = -3.62 eV
SMILES = C/C([NH3+])=C\N
Molar mass = 73.12 g mol⁻¹
Energy = -228.941393 Eh

XYZ file:
```
14
Properties=species:S:1:pos:R:3:nbo_charge:R:1
C -0.2193 -0.5362 -1.5362 -0.663
C -0.1725 0.1811 -0.2306 0.067
N -0.8552 1.5178 -0.3403 -0.678
C 0.1877 -0.1589 1.0042 0.037
N 1.1260 -1.1404 1.2535 -0.829
H 0.2261 0.0354 -2.3529 0.230
H -1.2785 -0.6202 -1.8097 0.230
H 0.2536 -1.5097 -1.5008 0.274
H -1.8381 1.4653 -0.6005 0.438
H -0.3791 2.0876 -1.0457 0.441
H -0.7469 2.0256 0.5367 0.445
H -0.1660 0.4125 1.8673 0.186
H 2.0357 -0.9858 0.8562 0.410
H 1.0532 -1.7551 2.0431 0.413
```

[3]
Here is a 2-piece molecular cluster, C3H9N2 overall from the OMol25 dataset. Energies are from ωB97M-V with the def2-TZVPD basis set.

Gap between HOMO and LUMO = 4.93 eV
Energy relative to the best compared isomer or geometry (same formula, charge and spin) = 5.606 eV
Net charge = +1
LUMO level = -7.64 eV
Molar mass = 73.12 g mol⁻¹
Energy = -228.780805 Eh

XYZ file:
```
14
Properties=species:S:1:pos:R:3:nbo_charge:R:1
C -0.3603 0.4028 2.2396 -0.667
C -0.5166 -0.3563 1.0106 0.196
C -0.5084 0.3503 -0.1138 0.286
N 1.2688 0.6698 -3.2053 -1.096
N -0.5385 -1.7574 1.0567 -0.798
H -1.1073 -0.0401 2.9054 0.301
H 0.6303 0.2584 2.6769 0.295
H -0.5018 1.4785 2.1152 0.266
H -1.3792 0.9359 -0.4352 0.251
H 2.2391 0.7885 -3.4070 0.388
H 0.6307 0.9201 -3.9097 0.378
H 0.9688 0.7706 -2.2750 0.346
H 0.3619 -2.2079 0.9201 0.438
H -1.1875 -2.2133 0.4216 0.418
```

[4]
Here is an isolated ion of composition C3H9N2 and charge +1 from the OMol25 dataset. Energies are from ωB97M-V with the def2-TZVPD basis set.

Gap between HOMO and LUMO (spin up / spin down) = 8.55 / 9.21 eV
Energy relative to the best compared isomer or geometry (same formula, charge and spin) = 5.459 eV
Net charge = +1
LUMO level (spin up / spin down) = -5.28 / -5.03 eV
Molar mass = 73.12 g mol⁻¹
Energy = -228.786179 Eh

XYZ file:
```
14
Properties=species:S:1:pos:R:3:nbo_charge:R:1
C -1.0512 -1.3124 0.2831 -0.277
C -0.3202 -0.0692 -0.1873 -0.005
C 2.1301 0.0019 -0.0057 -0.462
N 0.8782 0.2548 0.4908 -0.241
N -1.4481 1.0477 -0.0070 -0.705
H -1.3376 -1.3790 1.4281 0.216
H -1.1559 -2.2570 -0.3503 0.238
H -0.2238 -0.1415 -1.2330 0.197
H 2.4449 0.6207 -0.9638 0.241
H 2.8233 0.0764 0.7468 0.236
H 2.0517 -0.9413 -0.3846 0.219
H -0.9397 1.9197 0.0497 0.438
H -1.7420 1.1022 0.9330 0.443
H -2.1097 1.0770 -0.7999 0.461
```

[5]
Here is an isolated ion of composition C3H9N2 and charge +2 from the OMol25 dataset. Energies are from ωB97M-V with the def2-TZVPD basis set.

Gap between HOMO and LUMO (spin up / spin down) = 11.68 / 8.15 eV
Energy relative to the best compared isomer or geometry (same formula, charge and spin) = 3.040 eV
Net charge = +2
LUMO level (spin up / spin down) = -10.75 / -14.23 eV
Molar mass = 73.12 g mol⁻¹
2S+1 = 2
Energy = -228.381954 Eh

XYZ file:
```
14
Properties=species:S:1:pos:R:3:nbo_charge:R:1
C -1.2607 0.4258 0.9915 -0.447
C 0.0269 1.4377 -0.7248 0.222
N -0.3409 0.3239 -0.1860 -0.257
H -0.6857 0.6122 1.8989 0.256
H -1.8526 -0.4776 1.1255 0.268
H -1.9591 1.2452 0.8313 0.275
H 0.8555 1.4902 -1.4273 0.237
H -0.3950 2.3784 -0.3719 0.271
C 0.7445 -0.6931 0.1510 -0.148
N 1.0718 -1.5687 -0.9592 -0.153
H 1.5906 -0.1823 0.6163 0.306
H 0.3082 -1.3344 0.9125 0.278
H 0.5865 -2.4760 -0.9769 0.453
H 1.3098 -1.1814 -1.8810 0.439
```

[6]
Here is a 2-piece molecular cluster, C3H9N2 overall from the OMol25 dataset. Energies are from ωB97M-V with the def2-TZVPD basis set.

Gap between HOMO and LUMO (spin up / spin down) = 11.76 / 7.97 eV
Energy relative to the best compared isomer or geometry (same formula, charge and spin) = 2.734 eV
Net charge = +2
LUMO level (spin up / spin down) = -9.63 / -13.81 eV
Molar mass = 73.12 g mol⁻¹
2S+1 = 2
Energy = -228.393212 Eh

XYZ file:
```
14
Properties=species:S:1:pos:R:3:nbo_charge:R:1
N -1.7052 -0.3075 0.8588 -0.871
H -0.6196 -0.3953 0.8941 0.436
H -2.0520 0.4035 1.4689 0.466
H -1.9614 -0.0674 -0.1374 0.437
H -2.1074 -1.1990 1.0158 0.465
C 0.9090 -0.5508 -0.8961 0.131
C 0.0862 0.0928 -1.7275 -0.096
C 1.5432 0.7110 0.9416 0.128
N 0.9542 -0.3791 0.5312 -0.376
H 1.5644 -1.3559 -1.2479 0.284
H -0.6474 0.7744 -1.2685 0.216
H 0.4077 0.0062 -2.7557 0.296
H 1.3680 0.9942 1.9520 0.239
H 2.2603 1.2728 0.3705 0.247
```

[7]
Here is a 2-piece molecular cluster, C3H9N2O overall from the OMol25 dataset. Energies are from ωB97M-V with the def2-TZVPD basis set.

Gap between HOMO and LUMO = 7.49 eV
Energy relative to the best compared isomer or geometry (same formula, charge and spin) = 1.216 eV
Net charge = -1
LUMO level = 4.48 eV
Molar mass = 89.12 g mol⁻¹
Energy = -304.421259 Eh

XYZ file:
```
15
Properties=species:S:1:pos:R:3:nbo_charge:R:1
C 0.2835 0.6839 -0.2299 -0.031
O -0.3771 0.3713 0.9213 -0.945
C 1.7843 0.3686 -0.1031 -0.240
N 2.6672 0.5987 -1.2420 -0.850
H -0.0553 0.1135 -1.1492 0.072
H 0.1278 1.7557 -0.5759 0.077
H 2.1880 0.9461 0.7256 0.163
H 1.9166 -0.6570 0.1954 0.171
H 2.3317 0.0720 -2.0575 0.335
H 2.5885 1.5811 -1.4950 0.333
C -3.0707 -1.1748 1.0532 -0.109
N -2.0262 -1.7274 0.6128 -0.641
H -4.0034 -1.8027 1.1502 0.106
H -3.1224 -0.1386 1.4634 0.143
H -1.2326 -0.9906 0.7309 0.414
```

[8]
Here is an isolated ion of composition C3H9N2O and charge +1 from the OMol25 dataset. Energies are from ωB97M-V with the def2-TZVPD basis set.

Gap between HOMO and LUMO = 10.86 eV
Energy relative to the best compared isomer or geometry (same formula, charge and spin) = 2.703 eV
Net charge = +1
LUMO level = -3.69 eV
SMILES = O[C@@H]1C[NH2+]CN1
Molar mass = 89.12 g mol⁻¹
Energy = -304.151006 Eh

XYZ file:
```
15
Properties=species:S:1:pos:R:3:nbo_charge:R:1
O -1.1312 1.6234 -0.9008 -0.677
C 0.0237 1.1786 -0.2610 0.253
C 0.6523 -0.0143 -1.0676 -0.318
N 0.4380 -1.2408 -0.2384 -0.536
C -0.5492 -0.9476 0.9323 -0.049
N -0.4590 0.4254 1.2135 -0.647
H -1.3849 2.4214 -0.3696 0.508
H 0.7834 1.8956 0.0808 0.200
H -0.0105 0.1599 -1.9445 0.281
H 1.6842 0.1374 -1.3763 0.257
H -0.0019 -2.0229 -0.6918 0.448
H 1.3572 -1.5289 0.2625 0.453
H -0.1948 -1.5919 1.8624 0.233
H -1.4860 -1.2486 0.6236 0.209
H 0.2785 0.7534 1.8750 0.384
```

[9]
Here is a 2-piece molecular cluster, C3H9N2O overall from the OMol25 dataset. Energies are from ωB97M-V with the def2-TZVPD basis set.

Gap between HOMO and LUMO = 9.58 eV
Energy relative to the best compared isomer or geometry (same formula, charge and spin) = 5.678 eV
Net charge = +1
LUMO level = -3.63 eV
Molar mass = 89.12 g mol⁻¹
Energy = -304.041678 Eh

XYZ file:
```
15
Properties=species:S:1:pos:R:3:nbo_charge:R:1
C 0.1840 0.4933 -0.7714 -0.007
C 2.4577 0.2500 -0.0973 -0.449
C -1.8637 -0.4987 -0.2226 0.046
N 0.9991 0.0011 0.0615 -0.044
N -2.7507 0.3403 0.2664 -0.686
O 0.6174 -0.5023 1.2367 -0.542
H 0.5621 0.9184 -1.6474 0.186
H 2.5953 1.0452 0.6421 0.237
H 2.6463 0.7014 -1.1239 0.240
H 3.0522 -0.7109 0.0427 0.237
H -1.2450 -1.0611 0.4925 0.224
H -2.0187 -0.7821 -1.2217 0.218
H 0.8087 -1.5004 1.4092 0.509
H -2.6103 0.6422 1.2374 0.421
H -3.4344 0.6635 -0.3043 0.411
```

[10]
Here is an isolated ion of composition C3H9N2O and charge +1 from the OMol25 dataset. Energies are from ωB97M-V with the def2-TZVPD basis set.

Gap between HOMO and LUMO = 9.04 eV
Energy relative to the best compared isomer or geometry (same formula, charge and spin) = 5.328 eV
Net charge = +1
LUMO level = -4.96 eV
SMILES = C[NH+](C)CN=O
Molar mass = 89.12 g mol⁻¹
Energy = -304.054570 Eh

XYZ file:
```
15
Properties=species:S:1:pos:R:3:nbo_charge:R:1
C -0.9296 0.8140 -0.8047 -0.452
N -0.1095 0.1466 0.2255 -0.326
C 1.2440 -0.2397 -0.3415 -0.421
C -0.7477 -1.1341 0.8488 -0.178
N -0.2031 -2.1367 -0.0862 0.111
O -0.5849 -3.2720 -0.0144 -0.156
H -0.9617 0.0543 -1.7100 0.240
H -1.9342 1.2096 -0.5527 0.262
H -0.4466 1.5847 -1.2916 0.244
H 0.0351 0.7387 0.9554 0.423
H 1.7681 -0.7350 0.4744 0.242
H 1.1152 -0.7167 -1.3504 0.269
H 1.7451 0.7094 -0.5601 0.229
H -1.7823 -1.0726 0.8688 0.248
H -0.5680 -1.2276 1.9409 0.264
```

[11]
Here is a 2-piece molecular cluster, C3H9N2O2 overall from the OMol25 dataset. Energies are from ωB97M-V with the def2-TZVPD basis set.

Gap between HOMO and LUMO = 8.01 eV
Energy relative to the best compared isomer or geometry (same formula, charge and spin) = 1.271 eV
Net charge = -1
LUMO level = 4.16 eV
Molar mass = 105.12 g mol⁻¹
Energy = -379.734579 Eh

XYZ file:
```
16
Properties=species:S:1:pos:R:3:nbo_charge:R:1
C -1.6101 -0.3324 0.4307 0.464
N -0.6778 -1.0396 -0.1815 -0.719
C -1.1985 -2.0300 -1.1130 -0.426
O -2.8524 -0.4471 0.3729 -0.772
H -1.1804 0.4242 1.1233 0.064
H 0.6933 -0.2461 -0.3510 0.500
H -1.4779 -2.9584 -0.5966 0.161
H -0.4393 -2.2745 -1.8515 0.167
H -2.1017 -1.6833 -1.6216 0.182
N 1.1584 2.3508 0.6782 -0.876
C 1.7592 1.0178 0.7226 0.096
O 1.5814 0.2721 -0.4305 -0.807
H 1.8187 3.0105 0.2837 0.337
H 0.3424 2.2982 0.0778 0.364
H 2.8397 1.1508 0.8729 0.126
H 1.3449 0.4872 1.5838 0.138
```

[12]
Here is an isolated ion of composition C3H9N2O2 and charge +1 from the OMol25 dataset. Energies are from ωB97M-V with the def2-TZVPD basis set.

Gap between HOMO and LUMO = 12.09 eV
Energy relative to the best compared isomer or geometry (same formula, charge and spin) = 1.964 eV
Net charge = +1
LUMO level = -3.22 eV
SMILES = C[C@H]([NH3+])OC(N)=O
Molar mass = 105.12 g mol⁻¹
Energy = -379.432659 Eh

XYZ file:
```
16
Properties=species:S:1:pos:R:3:nbo_charge:R:1
C 0.0641 -1.3699 -1.2452 -0.662
C -0.1152 -0.0344 -0.4689 0.274
N 1.1016 0.9906 -0.5619 -0.735
O -0.3113 -0.2149 0.9387 -0.620
C -1.1293 0.9985 1.6267 0.923
N -1.5429 0.6371 2.8518 -0.790
O -0.9847 2.0047 0.9977 -0.592
H 0.9784 -1.7336 -0.8806 0.227
H -0.7201 -1.9834 -0.8585 0.266
H -0.0216 -1.4570 -2.2982 0.257
H -0.8880 0.6589 -0.8252 0.205
H 1.2864 0.8763 -1.5468 0.456
H 0.8116 1.8019 -0.0801 0.463
H 1.7976 0.6691 0.1622 0.447
H -2.3069 1.2089 3.1044 0.431
H -1.5807 -0.4295 2.9417 0.449
```

[13]
Here is C3H9N2O3 as an isolated structure from the OMol25 dataset. Energies are from ωB97M-V with the def2-TZVPD basis set.

Gap between HOMO and LUMO = 8.33 eV
Energy relative to the best compared isomer or geometry (same formula, charge and spin) = 2.144 eV
Net charge = -1
LUMO level = 4.13 eV
Molar mass = 121.12 g mol⁻¹
Energy = -454.955830 Eh

XYZ file:
```
17
Properties=species:S:1:pos:R:3:nbo_charge:R:1
O -1.3707 1.6637 -1.8737 -0.654
C -0.6460 0.9372 -1.2141 0.665
N 0.7255 1.0549 -1.2132 -0.850
C -1.1930 -0.0983 -0.2772 -0.331
N -0.7602 0.1022 1.1151 -0.673
C -0.4914 -1.2495 1.7360 0.112
O 0.6051 -1.7235 1.0599 -0.888
H 1.2434 0.5320 -0.5407 0.427
H 1.1478 1.9970 -1.3056 0.374
H -1.0102 -1.0984 -0.6995 0.212
H -2.3121 -0.0934 -0.2292 0.189
H 0.1477 0.7275 1.0924 0.362
H -1.3207 -1.9027 1.5812 0.116
H -0.3649 -1.3146 2.8153 0.122
H 2.7396 -1.0752 0.1010 0.450
H 1.3967 -0.8258 0.7271 0.475
O 2.3354 -0.2629 0.2733 -1.109
```

[14]
Here is a 2-piece molecular cluster, C3H9N2O3 overall from the OMol25 dataset. Energies are from ωB97M-V with the def2-TZVPD basis set.

Gap between HOMO and LUMO (spin up / spin down) = 10.25 / 6.14 eV
Energy relative to the best compared isomer or geometry (same formula, charge and spin) = 2.056 eV
LUMO level (spin up / spin down) = 0.50 / -3.27 eV
Molar mass = 121.12 g mol⁻¹
2S+1 = 2
Energy = -454.811766 Eh

XYZ file:
```
17
Properties=species:S:1:pos:R:3:nbo_charge:R:1
C 0.5428 -0.9465 1.0167 -0.261
N 0.1009 -2.1754 0.3531 -0.529
C -0.3526 -2.2703 -1.0755 0.857
O 0.0750 -1.3162 -1.8164 -0.578
O -1.0546 -3.2248 -1.3463 -0.589
C 1.3987 0.2529 0.5182 -0.231
N 0.8294 0.8196 -0.6651 -0.699
H 0.8810 -0.9625 2.0865 0.236
H -0.4353 -0.2621 0.9621 0.198
H 0.8682 -2.8882 0.4545 0.385
H 1.4977 1.0939 1.3281 0.237
H 2.3445 -0.3609 0.2063 0.212
H 0.0470 1.4007 -0.5465 0.361
H 0.5026 0.1362 -1.2926 0.402
H -2.2056 3.5095 -0.8372 0.475
H -2.6285 3.9834 0.6138 0.479
O -2.4112 3.2106 0.0402 -0.953
```

[15]
Here is a 2-piece molecular cluster, C3H9N2OP overall from the OMol25 dataset. Energies are from ωB97M-V with the def2-TZVPD basis set.

Gap between HOMO and LUMO (spin up / spin down) = 6.62 / 6.60 eV
Energy relative to the best compared isomer or geometry (same formula, charge and spin) = 6.578 eV
LUMO level (spin up / spin down) = -1.21 / -1.22 eV
Molar mass = 120.09 g mol⁻¹
Energy = -645.598701 Eh

XYZ file:
```
16
Properties=species:S:1:pos:R:3:nbo_charge:R:1
C 1.0434 -0.4540 1.8629 -0.877
C -1.0230 0.9976 0.8740 -1.016
C 1.5188 1.1369 -0.7382 -0.957
N -0.8903 -1.3517 -1.4179 0.129
N -0.7962 -1.9457 -2.5065 -0.512
O -1.8251 -1.5562 -0.5782 -0.606
P 0.4470 0.0851 0.3864 1.409
H 1.9053 -1.0974 2.1555 0.255
H 0.1978 -0.7277 2.4668 0.241
H -1.8557 0.9975 0.1237 0.289
H -1.5435 0.3796 1.6353 0.271
H -1.0350 2.0093 1.2661 0.259
H 2.1806 1.5373 0.0880 0.250
H 2.1259 0.5262 -1.4638 0.273
H 1.1215 1.9848 -1.3639 0.280
H -1.5714 -2.5216 -2.7902 0.313
```

[16]
Here is a 2-piece molecular cluster, C3H9N2OP overall from the OMol25 dataset. Energies are from ωB97M-V with the def2-TZVPD basis set.

Gap between HOMO and LUMO (spin up / spin down) = 8.62 / 8.68 eV
Energy relative to the best compared isomer or geometry (same formula, charge and spin) = 6.260 eV
LUMO level (spin up / spin down) = 0.29 / -0.17 eV
Molar mass = 120.09 g mol⁻¹
Energy = -645.610354 Eh

XYZ file:
```
16
Properties=species:S:1:pos:R:3:nbo_charge:R:1
C 0.4557 1.5336 0.7435 -0.436
C 1.2718 0.3719 0.0560 -0.264
C -0.9934 1.2105 0.5281 -0.733
N 0.5117 -0.8508 0.1723 -0.626
N -0.6426 -2.2456 -1.8535 -0.368
O 0.2314 -1.2990 -1.8377 -0.304
P -1.0173 -0.6202 0.6879 0.748
H 0.8215 1.5850 1.8556 0.199
H 0.9543 2.4453 0.3929 0.223
H 1.4021 0.5005 -1.1339 0.217
H 2.1970 0.3247 0.4981 0.200
H -1.6987 1.8166 1.2689 0.246
H -1.1699 1.3874 -0.4812 0.233
H -0.1307 -3.0611 -1.7828 0.337
H -1.3773 -2.0953 -1.2062 0.345
H -0.8157 -1.0034 2.0919 -0.018
```